# C3H6BrN2O

An isolated ion of composition C3H6BrN2O and charge +1 (ωB97M-V/def2-TZVPD, OMol25).

Geometry as ORCA input:
```
! RIJCOSX wB97M-V def2-TZVPD def2/J DEFGRID3
* xyz 1 1
Br -3.070 0.264 0.003
O -0.944 -2.111 -0.038
N -0.481 -0.841 -0.012
N -0.319 1.452 0.160
C -1.251 0.210 -0.004
C 1.020 0.987 -0.161
C 0.950 -0.551 -0.030
H 1.401 -0.915 0.900
H 1.316 1.284 -1.174
H -0.658 2.337 -0.185
H 1.417 -1.071 -0.870
H -1.102 -2.469 0.858
H 1.720 1.424 0.554
*
```

SMILES: ON1CC[NH+]=C1Br
HOMO (eV): -14.5653
Energy relative to the best compared isomer or geometry (same formula, charge and spin) (eV): 0.2883
LUMO level (eV): -4.39